[1]
2 unconnected molecules or ions with the total composition C3H9O2P at a distorted geometry. Source: OMol25; level of theory: wB97M-V/def2-TZVPD.

For the energy above the lowest of the compared OMol25 structures with the same formula, charge and spin, the calculation gives 6.1586 eV. The value obtained for the LUMO energy (alpha / beta) is -0.13 / 0.18 eV. The total energy comes out at -611.319881 Eh.

Positions of all 15 atoms, in Å:
C: -0.7308 0.9530 -1.5349
C: 2.4107 -1.5697 -0.1063
C: -0.6086 0.8677 1.6185
O: -2.3930 -0.2801 0.0749
O: -1.5797 -1.4793 -0.0067
P: -0.7248 -0.0826 0.0123
H: -1.1033 0.3202 -2.3358
H: -1.4020 1.7974 -1.3918
H: 2.9174 -0.8122 -0.6662
H: 2.5961 -1.6262 0.9459
H: 2.1140 -2.4575 -0.6188
H: -1.4285 1.5809 1.6709
H: -0.6975 0.1405 2.4214
H: 0.3536 1.3621 1.6730
H: 0.2767 1.2857 -1.7564

Forces on atoms 1 to 3 (eV/Å):
0.27 -0.22 0.79
-0.22 0.23 0.04
0.13 -0.25 -0.88

These are the Mulliken partial charges, in e, on atoms 1 to 4: -0.947 -0.950 -0.960 -0.348

---

[2]
2 unconnected molecules or ions with the total composition C3H9O2P at a distorted geometry. Source: OMol25; level of theory: wB97M-V/def2-TZVPD.

For the energy above the lowest of the compared OMol25 structures with the same formula, charge and spin, the calculation gives 1.9602 eV. The value obtained for the LUMO energy is 0.67 eV. The SMILES is COPO.C=C. The total energy comes out at -611.474169 Eh.

Positions of all 15 atoms, in Å:
C: 3.3351 0.1892 1.0092
O: 2.8532 0.8571 -0.1201
P: 1.3420 0.4930 -0.6489
O: 1.5032 -1.1313 -0.8619
H: 3.9613 0.9393 1.7648
H: 4.0453 -0.6064 0.8444
H: 2.5352 -0.1461 1.6235
H: 0.5531 0.3970 0.6637
H: 0.7225 -1.6638 -1.0339
C: -2.3513 1.3575 0.3320
C: -3.4611 1.6063 0.9598
H: -2.2090 0.5769 -0.3736
H: -1.4325 1.8802 0.7022
H: -3.4146 2.4842 1.6506
H: -4.4616 0.9995 0.8444

Forces on atoms 1 to 3 (eV/Å):
2.43 2.15 2.98
-0.87 -0.30 -0.38
-0.54 0.22 0.71

These are the Mulliken partial charges, in e, on atoms 1 to 4: -0.639 -0.287 0.324 -0.500